The following is a DFT calculation (wB97M-V/def2-TZVPD) of 2 unconnected molecules or ions with the total composition C20H45FINO2P in a non-equilibrium geometry.

Computed properties:
M, u: 508.5
Gap between HOMO and LUMO, hartree: 0.2496
Calculated total energy, a.u.: -1732.865520
Maximum force, eV/Å: 8.21

ORCA input file:
```
! RIJCOSX wB97M-V def2-TZVPD def2/J DEFGRID3
* xyz -1 1
C 5.8747 1.1003 1.6713
C 5.2792 2.6562 1.5257
O 5.4999 3.5115 2.5316
O 4.5957 2.9603 0.2586
C 3.5773 4.0280 0.4293
C 2.2701 3.5750 1.3082
C 1.5182 2.3541 0.4454
C 0.3140 1.8059 1.3935
P 0.1786 -0.0431 1.7678
C 2.0714 -0.3002 2.0969
C 0.3693 -0.2982 -0.1252
C -1.7430 0.1734 1.4821
C -0.2539 -1.8882 1.9788
C 0.9128 -2.9818 2.0957
C 0.0938 -4.3920 2.5227
I 1.8532 -3.6064 0.1701
C 0.0081 0.1429 3.6700
C 0.8491 1.2513 4.4473
F -1.4240 0.2368 4.1446
H 6.0752 0.6116 0.6021
H 6.8838 1.1157 2.2808
H 5.0707 0.4215 2.2224
H 4.0053 5.0240 0.8704
H 3.1770 4.2588 -0.6704
H 1.5406 4.4407 1.6036
H 2.6316 3.0429 2.3117
H 2.3615 1.6206 0.1494
H 1.1562 2.8823 -0.5619
H 0.1693 2.5757 2.2551
H -0.6334 2.0612 0.6949
H 2.2859 -0.8306 3.1474
H 2.6337 -0.8643 1.2464
H 2.6644 0.7249 2.2505
H -0.1800 0.5359 -0.7809
H 1.5017 -0.2603 -0.5028
H -0.0413 -1.3114 -0.5361
H -2.1704 1.1679 1.9133
H -2.0171 0.1640 0.3258
H -2.3658 -0.7041 1.9587
H -0.9936 -2.2759 1.1191
H -0.9573 -2.0413 2.9377
H 1.6829 -2.8904 2.9706
H -0.5528 -4.1314 3.4626
H -0.5058 -4.8004 1.6047
H 0.9515 -5.1359 2.8491
H 0.3721 -0.8907 4.1546
H 0.8905 0.9566 5.6041
H 1.9304 1.5133 4.1379
H 0.2360 2.2762 4.4317
C -3.4861 -2.6042 -2.1822
C -3.9023 -1.3199 -2.8963
N -2.7786 -0.5143 -3.3834
C -3.1806 0.8281 -3.8231
C -4.1054 0.9285 -5.0311
C -1.8231 -1.1939 -4.2596
C -2.3592 -1.8095 -5.5468
H -2.8100 -2.3898 -1.3473
H -4.3708 -3.1077 -1.7771
H -2.9927 -3.3073 -2.8604
H -4.4734 -0.7272 -2.1723
H -4.5944 -1.5787 -3.7025
H -2.2829 1.4303 -4.0142
H -3.6733 1.3264 -2.9779
H -3.5694 0.7418 -5.9647
H -4.5130 1.9424 -5.0977
H -4.9527 0.2419 -4.9685
H -1.3322 -1.9881 -3.6830
H -1.0044 -0.5076 -4.5134
H -3.3016 -2.3466 -5.4004
H -1.6354 -2.5321 -5.9404
H -2.5058 -1.0553 -6.3248
*
```